Entry P
Formula: C5H13N4
Source: the OMol25 dataset
Level of theory: ωB97M-V/def2-TZVPD

```
22
Properties=species:S:1:pos:R:3
C 0.2232 1.3917 -1.3081
C 0.1660 -0.0852 -1.3180
C -0.4063 1.1497 0.8127
C -0.8055 -0.6677 -2.3745
C 0.5186 -1.3412 0.8591
N -0.0394 1.9482 -0.2071
N -1.3642 1.3453 1.7084
N 1.5049 1.1286 1.7276
N -0.3141 -0.4489 0.1087
H 0.3556 1.8161 -2.2690
H 1.1824 -0.4631 -1.3521
H -0.3543 -0.4953 -3.3101
H -1.7680 -0.1687 -2.4425
H -0.8978 -1.7293 -2.2876
H 1.6156 -1.1805 0.7557
H 0.2328 -1.4589 1.8602
H 0.4805 -2.4382 0.5173
H -1.9797 2.1971 1.7149
H -1.6520 0.5064 2.2286
H 1.0060 1.7853 2.3917
H 2.0259 1.7303 1.0589
H -1.3334 -0.6348 0.2472
```

Summary:
E_HOMO (alpha / beta)   -12.64 / -12.63 eV
Spin multiplicity   1
Kohn-Sham gap (alpha / beta)   8.6966 / 8.6902 eV
Charge   +1

natural (NBO) atomic charge list, values in e, 6 entries: number 1, C, carries 0.15; number 2, C, carries -0.10; number 3, C, carries 0.64; number 4, C, carries -0.63; number 5, C, carries -0.44; number 6, N, carries -0.42

=====

Entry Q
Formula: C5H13N4
Source: the OMol25 dataset
Level of theory: ωB97M-V/def2-TZVPD

```
22
Properties=species:S:1:pos:R:3
C -2.3166 1.6212 -0.3385
N -1.3621 0.9841 0.1805
C -1.7619 -0.3741 0.5882
C -0.8334 -1.3947 -0.1056
N 0.5125 -0.8883 0.2133
C 1.5948 -1.8717 -0.1020
C 0.9735 0.4689 -0.3571
N 1.6414 1.1752 0.4434
N 2.1280 2.3342 0.0903
H -3.2764 1.2809 -0.4440
H -2.0079 2.5714 -0.5559
H -2.8502 -0.7098 0.2361
H -1.5347 -0.3479 1.5875
H -0.8254 -2.3059 0.3934
H -0.8557 -1.3495 -1.2550
H 0.6644 -0.8242 1.2535
H 1.7933 -2.4897 0.8421
H 1.3254 -2.7642 -0.7508
H 2.4787 -1.4405 -0.3604
H 0.7711 0.6058 -1.3354
H 1.8264 3.1163 0.6920
H 1.9147 2.6024 -0.9156
```

Summary:
SMILES   C=NCC[N@@H+](C)/C=N/N
E_HOMO   -12.75 eV
Spin multiplicity   1
Kohn-Sham gap   9.9919 eV
Charge   +1

natural (NBO) atomic charge list, values in e, 6 entries: number 1, C, carries 0.00; number 2, N, carries -0.42; number 3, C, carries -0.27; number 4, C, carries -0.21; number 5, N, carries -0.39; number 6, C, carries -0.44

=====

Relative to the most stable structure, the computed energies are entry P 0.0; entry Q 44.1, all in kJ/mol.

=====

Entry P
Formula: C2H2N4
Source: the OMol25 dataset
Level of theory: ωB97M-V/def2-TZVPD

```
8
Properties=species:S:1:pos:R:3
C 1.2880 -0.3878 0.0315
N 1.1029 0.9499 0.0506
N -0.3032 1.2399 -0.1410
C -1.2423 0.3903 0.0929
N -1.0362 -0.9034 -0.0644
N 0.2180 -1.2462 -0.0242
H 2.2760 -0.8868 0.1182
H -2.4208 0.5902 0.3884
```

Summary:
SMILES   c1nncnn1
E_HOMO   -9.58 eV
Spin multiplicity   1
Kohn-Sham gap   8.3657 eV
Charge   0

natural (NBO) atomic charge list, values in e, 6 entries: number 1, C, carries 0.15; number 2, N, carries -0.16; number 3, N, carries -0.24; number 4, C, carries 0.19; number 5, N, carries -0.17; number 6, N, carries -0.21

=====

Entry Q
Formula: C2H2N4
Source: the OMol25 dataset
Level of theory: ωB97M-V/def2-TZVPD

```
8
Properties=species:S:1:pos:R:3
N -3.1262 0.5325 -3.2068
C -2.3274 0.5926 -2.3690
C -1.5485 0.9885 -1.2464
N -1.7326 1.1801 -0.0489
N -0.3754 1.3619 -0.4789
N 0.3364 0.1720 -0.1146
H -0.2545 -0.3535 0.5545
H 1.2786 0.3929 0.2280
```

Summary:
SMILES   N#CC1=NN1N
E_HOMO   -9.86 eV
Spin multiplicity   1
Kohn-Sham gap   9.3587 eV
Charge   0

natural (NBO) atomic charge list, values in e, 6 entries: number 1, N, carries -0.20; number 2, C, carries 0.20; number 3, C, carries 0.23; number 4, N, carries -0.17; number 5, N, carries -0.10; number 6, N, carries -0.70

=====

Entry R
Formula: C2H2N4
Source: the OMol25 dataset
Level of theory: ωB97M-V/def2-TZVPD

```
8
Properties=species:S:1:pos:R:3
C -2.6061 -0.3447 0.1239
C -1.3025 -0.1225 0.4645
N -3.2662 -1.0308 -0.5107
N -1.2434 -1.2676 -1.8099
N -0.7244 0.7080 1.1817
N -0.5403 -0.8631 -1.0018
H 0.3076 0.7563 1.0068
H 0.5305 -0.5885 -1.0363
```

Summary:
E_HOMO   -8.82 eV
Spin multiplicity   1
Kohn-Sham gap   8.5143 eV
Charge   0

natural (NBO) atomic charge list, values in e, 6 entries: number 1, C, carries 0.11; number 2, C, carries 0.23; number 3, N, carries -0.19; number 4, N, carries -0.05; number 5, N, carries -0.54; number 6, N, carries -0.24

=====

Relative to the most stable structure, the computed energies are entry P 0.0; entry Q 79.6; entry R 67.9, all in kJ/mol.

=====

Entry P
Formula: C3H3NO4
Source: the OMol25 dataset
Level of theory: ωB97M-V/def2-TZVPD

```
11
Properties=species:S:1:pos:R:3
O 0.0461 -1.9883 -0.0877
C -0.0757 -0.7883 -0.1825
C 0.9627 0.1828 -0.1119
O 2.2217 -0.1937 -0.0394
C 0.4132 1.4329 -0.0415
O -0.9338 1.4264 -0.0872
N -1.2198 -0.0237 -0.5081
O -2.3465 -0.4690 0.0319
H 2.1650 -1.1614 -0.0842
H 0.9602 2.3614 0.1328
H -2.1931 -0.7791 0.9779
```

Summary:
SMILES   O=c1c(O)con1O
E_HOMO   -9.05 eV
Spin multiplicity   1
Kohn-Sham gap   9.1768 eV
Charge   0

natural (NBO) atomic charge list, values in e, 6 entries: number 1, O, carries -0.58; number 2, C, carries 0.52; number 3, C, carries 0.09; number 4, O, carries -0.64; number 5, C, carries 0.11; number 6, O, carries -0.33

=====

Entry Q
Formula: C3H3NO4
Source: the OMol25 dataset
Level of theory: ωB97M-V/def2-TZVPD

```
11
Properties=species:S:1:pos:R:3
O -3.0158 -0.0918 -0.0839
C -1.7744 0.0840 0.0210
C -0.8142 1.0623 0.2099
C 0.4374 0.5858 -0.0467
O 1.6095 1.2242 -0.1731
N 0.4049 -0.7545 -0.4073
O 1.4225 -1.2731 0.3715
O -0.9882 -1.1009 -0.0388
H -0.9440 1.9890 0.6613
H 2.0997 0.4014 -0.2342
H 1.5625 -2.1265 -0.2795
```

Summary:
SMILES   O=c1cc(O)n(O)o1
E_HOMO   -9.88 eV
Spin multiplicity   1
Kohn-Sham gap   9.6381 eV
Charge   0

natural (NBO) atomic charge list, values in e, 6 entries: number 1, O, carries -0.55; number 2, C, carries 0.73; number 3, C, carries -0.46; number 4, C, carries 0.51; number 5, O, carries -0.60; number 6, N, carries 0.06

=====

Entry R
Formula: C3H3NO4
Source: the OMol25 dataset
Level of theory: ωB97M-V/def2-TZVPD

```
11
Properties=species:S:1:pos:R:3
C -0.8967 0.4947 -0.3326
C -0.3830 0.9308 1.0816
C 1.3314 -0.0697 0.0875
H 0.0859 -1.9872 -1.3489
H -0.7881 2.0481 1.4191
H -0.9297 -0.1997 1.7621
N 0.2494 -0.0853 -0.8825
O 0.3189 -1.1666 -1.9716
O -2.1452 0.3162 -0.7601
O 0.9556 0.6767 1.1140
O 2.2013 -0.9580 -0.1685
```

Summary:
E_HOMO   -10.63 eV
Spin multiplicity   1
Kohn-Sham gap   10.3495 eV
Charge   0

natural (NBO) atomic charge list, values in e, 6 entries: number 1, C, carries 0.58; number 2, C, carries -0.14; number 3, C, carries 0.86; number 4, H, carries 0.48; number 5, H, carries 0.28; number 6, H, carries 0.22

=====

Relative to the most stable structure, the computed energies are entry P 0.0; entry Q 49.0; entry R 87.7, all in kJ/mol.

=====

Entry P
Formula: CH3FN2O2
Source: the OMol25 dataset
Level of theory: ωB97M-V/def2-TZVPD

```
9
Properties=species:S:1:pos:R:3
C -0.1990 -0.0779 0.0880
N -1.4941 -0.3227 0.6246
N -2.1324 1.4032 0.9221
O -1.3197 2.1955 0.6177
O -3.2153 1.4120 1.2746
F -1.1818 -0.7220 1.9188
H 0.6069 -0.5772 0.6109
H -0.0444 -0.5574 -0.9803
H 0.1432 0.9644 0.1698
```

Summary:
E_HOMO (alpha / beta)   -10.22 / -10.22 eV
Spin multiplicity   1
Kohn-Sham gap (alpha / beta)   10.2593 / 10.2584 eV
Charge   0

natural (NBO) atomic charge list, values in e, 6 entries: number 1, C, carries -0.54; number 2, N, carries 0.03; number 3, N, carries 0.63; number 4, O, carries -0.32; number 5, O, carries -0.26; number 6, F, carries -0.26

=====

Entry Q
Formula: CH3FN2O2
Source: the OMol25 dataset
Level of theory: ωB97M-V/def2-TZVPD

```
9
Properties=species:S:1:pos:R:3
C -0.0530 -0.5165 -0.1833
N 0.7798 0.4487 -0.0221
N -1.6294 0.2244 0.4413
O -0.0972 -1.6596 -0.5555
O -2.4935 -0.8552 0.3990
F -1.9930 1.1135 -0.5983
H 0.6383 1.3772 0.4783
H 1.8083 0.2510 -0.0213
H -2.1066 -1.5505 -0.1536
```

Summary:
E_HOMO   -9.64 eV
Spin multiplicity   1
Kohn-Sham gap   10.0396 eV
Charge   0

natural (NBO) atomic charge list, values in e, 6 entries: number 1, C, carries 0.78; number 2, N, carries -0.81; number 3, N, carries 0.12; number 4, O, carries -0.57; number 5, O, carries -0.55; number 6, F, carries -0.30

=====

Relative to the most stable structure, the computed energies are entry P 295.6; entry Q 0.0, all in kJ/mol.